Record 1
Entry from OMol25: one molecule with the formula C46H65N15O12S2 in a non-equilibrium geometry (ωB97M-V with the def2-TZVPD basis set).

```
140
Properties=species:S:1:pos:R:3:mulliken_charge:R:1
N -2.17 -3.69 -2.86 -0.6702
C -2.71 -2.57 -3.16 0.3523
N -3.88 -2.40 -3.88 -0.1802
H -4.14 -1.43 -3.98 0.2890
C -5.03 -3.25 -3.67 -1.2111
H -5.56 -3.37 -4.62 0.4108
C -5.98 -2.66 -2.61 -0.8005
H -6.88 -3.27 -2.55 0.4825
C -5.31 -2.56 -1.24 0.3084
H -4.23 -2.46 -1.36 -0.3880
H -5.49 -3.46 -0.66 0.6546
C -5.78 -1.35 -0.44 -0.5350
N -5.21 -1.39 0.89 0.3596
C -5.76 -0.77 1.94 0.3477
O -6.81 -0.16 1.88 -0.7935
C -4.94 -0.92 3.24 -0.3209
N -3.74 -0.09 3.18 0.4853
C -2.67 -0.46 2.48 -0.0411
O -2.65 -1.50 1.82 -1.0176
C -1.44 0.45 2.51 -0.7978
N -0.34 -0.21 1.85 2.5373
C 0.58 -0.90 2.55 -0.6717
O 0.75 -0.82 3.75 -0.7538
C 1.44 -1.79 1.65 1.0841
N 2.59 -2.24 2.39 0.4185
C 3.86 -2.38 2.00 -0.6680
O 4.71 -2.87 2.72 -0.7150
C 4.24 -1.84 0.61 0.8608
N 5.66 -1.58 0.67 0.1075
C 6.52 -0.87 -0.08 -0.3329
O 7.71 -0.95 0.13 -0.7347
C 6.01 0.02 -1.23 0.2836
N 4.61 0.38 -1.19 0.5620
C 3.78 0.19 -2.23 -0.0341
O 4.06 -0.45 -3.22 -0.7098
C 2.42 0.87 -2.00 0.1661
N 2.64 2.30 -1.87 0.9393
C 2.36 3.14 -0.86 -0.8165
O 2.43 4.34 -1.00 -0.7268
C 1.97 2.49 0.48 1.1544
N 3.06 1.65 0.96 -0.2848
H 3.84 2.26 1.23 -0.4097
H 2.77 1.17 1.81 0.3920
C 1.59 3.60 1.46 -0.9081
H 0.88 4.30 1.02 0.5733
H 2.47 4.15 1.77 0.3199
S 0.84 2.91 2.99 -0.1293
S -1.14 3.26 2.72 -0.2067
C -1.75 1.78 1.82 2.9990
H -2.82 1.95 1.75 -1.5222
H -1.32 1.79 0.82 -1.1464
H 1.10 1.85 0.32 -0.0962
H 2.88 2.77 -2.73 0.4812
H 1.99 0.49 -1.07 -0.2390
C 1.45 0.59 -3.17 -1.3939
C 0.27 1.52 -3.10 0.1219
C -0.69 1.36 -2.11 0.4787
C -1.77 2.22 -2.03 -0.3967
C -1.90 3.26 -2.93 0.9410
C -0.94 3.44 -3.92 -1.1517
C 0.14 2.57 -4.00 -0.6235
H 0.87 2.71 -4.78 0.5270
H -1.03 4.25 -4.62 0.3028
O -2.98 4.10 -2.83 -0.5425
H -2.94 4.76 -3.53 0.2510
H -2.53 2.07 -1.27 0.3578
H -0.60 0.54 -1.42 0.0250
H 1.99 0.72 -4.11 0.5214
H 1.13 -0.44 -3.10 0.2776
H 4.29 0.97 -0.42 -0.1177
H 6.17 -0.55 -2.15 0.8208
C 6.88 1.30 -1.28 -1.7613
C 6.46 2.28 -0.22 0.2459
C 6.79 2.07 1.12 -0.0071
C 6.37 2.96 2.09 -0.8143
C 5.62 4.07 1.75 -0.4359
C 5.29 4.30 0.42 -0.6413
C 5.71 3.40 -0.55 0.0641
H 5.46 3.59 -1.59 0.2671
H 4.71 5.16 0.14 0.3908
H 5.29 4.76 2.51 0.4291
H 6.63 2.78 3.13 0.4364
H 7.39 1.22 1.39 0.4921
H 7.92 1.00 -1.13 0.6102
H 6.78 1.75 -2.26 0.3934
H 6.11 -2.11 1.42 0.3605
H 3.70 -0.91 0.44 0.1328
C 3.91 -2.85 -0.51 0.0592
H 2.83 -3.02 -0.54 -0.2121
H 4.21 -2.41 -1.46 0.6256
C 4.62 -4.19 -0.32 -1.2592
C 3.98 -5.01 0.79 0.5737
O 2.77 -5.18 0.86 -0.6939
N 4.83 -5.59 1.65 -0.3722
H 5.79 -5.28 1.72 0.2212
H 4.45 -6.07 2.44 0.2634
H 5.68 -4.04 -0.13 0.3038
H 4.51 -4.77 -1.24 0.4653
H 2.39 -2.52 3.34 0.3659
H 1.75 -1.21 0.78 -0.3183
C 0.59 -2.99 1.18 -2.0321
C -0.07 -2.73 -0.17 -0.0076
O -0.23 -1.58 -0.59 0.3515
N -0.46 -3.81 -0.83 -0.1877
H -0.27 -4.71 -0.43 0.1987
H -1.06 -3.75 -1.70 0.2765
H -0.20 -3.20 1.90 0.3278
H 1.22 -3.88 1.11 0.5613
H -0.51 -0.54 0.90 -1.2220
H -1.13 0.61 3.55 0.9037
C -3.88 1.05 4.08 -0.3551
C -4.74 0.48 5.20 -0.8625
H -4.12 -0.11 5.88 0.3230
C -5.73 -0.41 4.45 -0.7930
H -6.57 0.18 4.09 0.3082
H -6.11 -1.22 5.06 0.4012
H -5.23 1.26 5.78 0.4045
H -4.41 1.85 3.55 -0.0016
H -2.92 1.41 4.42 0.4971
H -4.64 -1.97 3.33 0.5172
H -4.25 -1.74 0.99 0.1942
C -5.37 -0.02 -1.10 0.2377
O -4.53 0.06 -1.99 -0.6303
N -6.03 1.04 -0.61 -0.0952
H -6.57 0.91 0.24 0.4087
C -5.61 2.39 -0.91 -1.1093
C -4.78 2.97 0.23 0.5139
O -4.79 2.48 1.35 -0.6142
N -4.06 4.05 -0.09 -0.2056
H -3.46 4.45 0.62 0.2928
H -3.90 4.31 -1.05 0.1712
H -5.02 2.36 -1.83 0.3938
H -6.49 3.02 -1.06 0.4129
H -6.88 -1.35 -0.33 0.3467
H -6.27 -1.66 -2.95 0.3342
H -4.69 -4.24 -3.35 0.3528
N -2.06 -1.41 -2.87 0.0687
H -2.63 -0.59 -2.75 0.0177
H -1.29 -1.50 -2.21 -0.1647
H -2.65 -4.51 -3.21 0.1733
```

Properties
**Spin multiplicity**: 1
**HOMO-LUMO gap**: 9.1412 eV
**Calculated total energy**: -117359.9745 eV
**Net charge**: 0
**E_LUMO**: 0.24 eV
**E_HOMO**: -8.9 eV

---

Record 2
Entry from OMol25: a 11-piece molecular cluster, C46H66N11O2 overall in a non-equilibrium geometry (ωB97M-V with the def2-TZVPD basis set).

```
125
Properties=species:S:1:pos:R:3:mulliken_charge:R:1
C -3.11 1.73 1.82 -0.8014
O -1.91 1.88 1.06 -0.4753
C -1.43 0.83 0.28 0.3149
C -0.20 1.27 -0.44 -1.9798
N 0.53 0.20 -1.22 2.5759
H -0.12 -0.47 -1.58 -0.7231
H 1.19 0.75 -1.92 -0.4331
C 1.43 -0.77 -0.61 -1.0827
C 2.62 -0.19 0.18 0.0217
O 3.26 -1.24 0.84 -0.0129
C 4.19 -0.97 1.83 -0.8187
H -3.14 2.40 2.57 0.4496
H -3.14 0.67 2.06 0.2338
H -3.84 1.95 1.04 0.3126
H -2.21 0.29 -0.22 0.2717
H -1.08 0.21 1.20 0.0873
H 0.29 1.79 0.23 1.2814
H -0.48 1.97 -1.20 0.2185
H 1.80 -1.46 -1.24 0.9940
H 0.88 -1.44 0.14 -0.1628
H 2.13 0.51 0.84 -0.0731
H 3.32 0.43 -0.36 0.0639
H 4.88 -0.25 1.52 0.3465
H 4.80 -1.62 2.53 0.3220
H 3.59 -0.27 2.52 0.1317
N -7.51 0.61 3.12 -0.0324
C -7.15 1.79 2.57 -0.2891
C -6.03 2.17 3.12 -0.1667
C -5.71 1.17 4.21 -0.2460
C -6.72 0.28 4.17 -0.9658
H -8.39 0.21 2.99 0.1768
H -7.85 2.29 1.70 0.2856
H -5.63 3.17 2.63 0.3220
H -4.99 1.45 4.95 0.4832
H -6.93 -0.64 4.73 0.3356
N 5.77 0.88 -4.09 0.0296
C 5.14 -0.16 -4.76 -0.7920
C 4.60 -1.00 -3.85 -0.4645
C 5.14 -0.41 -2.45 -0.6402
C 5.68 0.87 -2.75 -1.0738
H 6.17 1.67 -4.61 0.2624
H 5.09 -0.12 -5.80 0.4156
H 4.03 -1.93 -4.03 0.3893
H 5.05 -0.85 -1.58 1.2999
H 6.16 1.65 -2.14 0.4533
N 2.51 -6.23 -2.13 -0.0186
C 2.46 -7.35 -1.26 -0.0722
C 2.93 -6.88 -0.04 -0.8399
C 3.17 -5.44 -0.18 -0.3452
C 2.80 -5.08 -1.45 -0.7376
H 2.44 -6.50 -3.00 0.0952
H 2.09 -8.42 -1.73 0.2677
H 3.03 -7.66 0.81 0.2724
H 3.45 -4.78 0.54 0.8197
H 2.80 -4.13 -1.99 0.5764
N 0.90 4.67 4.84 -0.2270
C 1.61 3.55 5.51 -0.6986
C 1.29 2.39 4.82 -0.7797
C 0.31 2.80 3.71 -0.1347
C 0.15 4.21 3.80 -0.7479
H 1.12 5.78 5.42 0.3603
H 2.17 3.79 6.36 0.4623
H 1.62 1.45 5.02 0.6882
H -0.12 2.15 2.94 0.5295
H -0.62 4.80 3.48 0.4811
N 2.78 1.67 -3.42 -0.0554
C 1.64 1.70 -4.27 -1.0159
C 0.89 2.84 -3.81 -0.6225
C 1.65 3.47 -2.62 -0.8967
C 2.73 2.58 -2.42 -0.5925
H 3.52 1.10 -3.76 0.6537
H 1.54 1.10 -5.10 0.7242
H -0.01 3.20 -4.36 0.4433
H 1.40 4.39 -2.14 0.5430
H 3.52 2.89 -1.84 0.7224
N -0.19 -4.03 2.37 -0.0505
C -1.09 -4.30 3.42 -0.8322
C -0.81 -3.29 4.32 -0.5932
C 0.31 -2.40 3.69 -0.8897
C 0.53 -2.90 2.50 -0.1350
H -0.32 -4.72 1.58 0.2754
H -1.77 -5.06 3.43 0.5024
H -1.20 -3.00 5.27 0.4457
H 0.91 -1.70 4.02 1.0172
H 1.26 -2.73 1.64 0.3210
N -2.04 -0.62 -3.12 0.2576
C -1.08 -0.46 -4.03 -0.3163
C -0.19 -1.39 -3.82 -1.1649
C -0.68 -2.30 -2.77 0.4935
C -1.77 -1.75 -2.25 -0.9141
H -2.71 0.03 -2.85 0.4254
H -1.19 0.29 -4.67 0.9557
H 0.71 -1.50 -4.46 0.4114
H -0.20 -3.37 -2.40 0.2748
H -2.50 -1.66 -1.36 -0.5291
N 5.37 2.36 2.18 0.0461
C 6.25 2.69 1.15 -0.7836
C 5.40 3.38 0.18 -0.4992
C 3.93 3.34 0.72 -0.6075
C 4.03 2.54 1.85 -1.0979
H 5.51 2.01 3.08 0.2313
H 7.21 2.60 1.24 0.6808
H 5.91 3.77 -0.75 0.4972
H 2.90 3.71 0.28 0.3755
H 3.37 2.14 2.48 1.3386
N -5.41 -0.86 1.57 0.0082
C -5.82 -1.13 0.29 -0.8296
C -4.89 -1.88 -0.18 -0.6276
C -3.90 -2.32 0.83 -0.6971
C -4.32 -1.68 1.96 -0.7928
H -5.80 -0.25 2.27 0.8274
H -6.78 -0.74 0.08 0.6906
H -4.84 -2.15 -1.25 0.2976
H -3.04 -2.90 0.87 0.8483
H -4.02 -1.52 2.98 0.5256
N -4.89 0.57 -3.50 0.0474
C -4.73 1.17 -2.25 -0.5268
C -3.80 2.08 -2.51 -0.1115
C -3.51 2.19 -4.00 -0.9216
C -4.24 1.11 -4.56 -0.5511
H -5.54 -0.18 -3.91 0.3012
H -5.49 0.91 -1.34 0.1318
H -3.38 2.79 -1.77 0.5256
H -3.09 2.94 -4.52 0.7497
H -4.30 0.81 -5.72 0.2678
```

Properties
**Spin multiplicity**: 1
**ΔE to the lowest compared entry with this formula, charge and spin**: 91.8 kJ/mol
**HOMO-LUMO gap**: 8.8236 eV
**Calculated total energy**: -69234.8102 eV
**Net charge**: +1
**E_LUMO**: -1.22 eV
**E_HOMO**: -10.0 eV

---

Record 3
Entry from OMol25: C46H67F6Ge2N5O7PRbS3 as an isolated structure in a non-equilibrium geometry (ωB97M-V with the def2-TZVPD basis set).

```
138
Properties=species:S:1:pos:R:3:mulliken_charge:R:1
Rb 0.19 0.22 -0.54 0.5806
C 4.09 -1.32 1.81 -0.9611
C 3.25 -0.99 3.05 -1.1421
Ge 1.23 -1.02 2.75 2.5119
C 0.91 -0.71 4.78 -0.9292
C -0.50 -1.01 5.29 -0.2765
C 0.95 -3.02 3.02 -1.3483
C -0.09 -3.82 2.70 0.9582
Ge -1.53 -3.23 1.48 0.8734
C -3.30 -4.12 1.65 -0.6163
C -3.53 -5.60 1.35 -1.3310
C -0.96 -3.37 -0.40 0.8488
C -0.42 -4.72 -0.87 -1.1460
C -0.07 -5.24 3.16 -0.1665
C 0.36 -5.57 4.45 -0.3869
C 0.43 -6.89 4.89 -0.7929
C 0.07 -7.93 4.04 -0.3815
C -0.37 -7.63 2.76 -1.0997
C -0.44 -6.31 2.33 -0.0136
H 5.17 -1.15 1.97 0.4041
H 3.78 -0.72 0.96 0.0003
H 3.97 -2.37 1.52 0.2336
H 3.47 0.04 3.37 0.2408
H 3.53 -1.64 3.89 0.4766
H 1.13 0.35 4.97 -0.2040
H 1.66 -1.28 5.34 0.5936
H -1.22 -0.33 4.81 -0.5257
H -0.61 -0.88 6.38 0.6480
H -0.80 -2.03 5.04 0.1198
H 1.75 -3.53 3.58 0.4079
H -3.90 -3.52 0.96 0.4069
H -3.68 -3.88 2.65 0.2541
H -3.15 -5.88 0.36 0.2190
H -4.60 -5.83 1.35 0.4325
H -3.06 -6.25 2.08 0.3204
H -0.16 -2.63 -0.52 -0.5467
H -1.80 -3.04 -1.02 0.1137
H 0.41 -5.05 -0.24 0.3021
H -0.04 -4.66 -1.89 0.1510
H -1.20 -5.50 -0.85 0.3635
H 0.62 -4.76 5.13 0.4157
H 0.77 -7.10 5.89 0.3742
H 0.12 -8.96 4.38 0.3502
H -0.65 -8.43 2.08 0.3649
H -0.76 -6.10 1.32 0.5224
C 2.55 -6.25 -6.23 -1.5417
C 2.64 -5.21 -5.14 1.1093
C 1.54 -4.42 -4.83 -0.6963
C 1.61 -3.44 -3.85 -0.8147
C 2.80 -3.26 -3.15 -0.2602
C 3.91 -4.04 -3.45 -0.5043
C 3.82 -5.01 -4.44 -0.8255
S 2.88 -2.05 -1.83 0.7876
O 2.28 -2.71 -0.70 -0.3348
O 4.28 -1.69 -1.73 -0.7073
N 1.92 -0.89 -2.28 0.6439
C 2.24 0.00 -3.27 -0.3664
C 3.38 -0.08 -4.11 -0.7998
C 3.56 0.86 -5.10 -0.6071
C 2.61 1.87 -5.28 -0.8433
C 1.53 1.87 -4.42 -0.4476
N 1.34 0.99 -3.44 0.4831
H 1.54 -6.66 -6.30 0.3632
H 3.24 -7.08 -6.04 0.3779
H 2.80 -5.83 -7.20 0.2661
H 0.60 -4.56 -5.37 0.3523
H 0.76 -2.81 -3.61 0.5927
H 4.83 -3.87 -2.90 0.4707
H 4.69 -5.62 -4.67 0.3210
H 4.12 -0.85 -3.94 0.3543
H 4.43 0.80 -5.74 0.3936
H 2.71 2.61 -6.06 0.3908
H 0.76 2.63 -4.51 0.3465
F -3.48 -1.47 -4.10 -0.2078
C -4.03 -0.68 -3.18 0.3036
F -4.94 0.09 -3.78 -0.2219
F -4.65 -1.45 -2.28 -0.1973
S -2.71 0.32 -2.40 1.1730
O -1.84 -0.67 -1.82 -0.2109
O -2.20 1.16 -3.45 -0.6884
N -3.63 1.10 -1.35 -0.5963
S -2.89 2.30 -0.65 1.1228
O -3.64 2.83 0.44 -0.6933
O -1.47 2.03 -0.49 -0.2288
C -2.93 3.70 -1.90 0.2016
F -3.91 3.55 -2.78 -0.2400
F -3.15 4.85 -1.24 -0.2567
F -1.78 3.84 -2.55 -0.1855
C 2.05 3.21 5.02 -0.5488
C 0.91 4.07 4.48 -0.9901
N -0.42 3.49 4.57 0.3379
C -1.14 3.60 5.82 -0.9510
C -0.93 2.42 6.77 -0.5319
C -0.86 2.64 3.56 0.9565
C -2.33 2.29 3.56 -0.9705
N -0.13 2.12 2.65 0.8010
H 3.02 3.68 4.78 0.4028
H 2.04 2.22 4.57 -0.1836
H 1.99 3.10 6.10 0.3627
H 1.09 4.30 3.42 0.3473
H 0.88 5.03 5.00 0.4189
H -2.20 3.71 5.62 0.4052
H -0.81 4.52 6.30 0.3818
H -1.11 1.47 6.26 -0.1191
H -1.61 2.49 7.63 0.4463
H 0.09 2.39 7.15 0.2409
H -2.96 3.18 3.64 0.5654
H -2.57 1.61 4.38 0.1992
H -2.55 1.79 2.63 -0.5962
H 0.87 2.29 2.74 -0.7135
C 0.92 3.93 -0.05 -0.7092
P 2.44 2.98 0.00 1.1374
C 3.28 3.38 -1.54 -1.0784
C 3.46 3.76 1.28 -1.1461
O 2.29 1.52 0.23 -0.5800
H 1.12 5.01 0.01 0.5660
H 0.28 3.61 0.78 -0.0717
H 0.40 3.71 -0.98 0.1196
H 3.44 4.46 -1.66 0.4228
H 2.66 3.02 -2.36 0.0053
H 4.23 2.85 -1.57 0.3921
H 3.63 4.82 1.09 0.3813
H 4.41 3.22 1.29 0.4033
H 2.98 3.63 2.25 0.0223
C -2.08 -1.31 1.75 1.2506
C -3.45 -1.11 2.33 0.1251
C -4.52 -0.64 1.57 0.2517
C -5.78 -0.43 2.12 -0.8750
C -6.00 -0.71 3.46 -0.6990
C -4.95 -1.19 4.24 -0.8796
C -3.70 -1.39 3.68 -0.0706
H -2.00 -0.83 0.77 -1.1983
H -1.32 -0.87 2.40 -1.0094
H -4.36 -0.41 0.52 0.3267
H -6.58 -0.06 1.50 0.4183
H -6.98 -0.54 3.90 0.3083
H -5.12 -1.42 5.29 0.3821
H -2.89 -1.77 4.29 0.3445
```

Properties
**Spin multiplicity**: 1
**ΔE to the lowest compared entry with this formula, charge and spin**: 188.8 kJ/mol
**HOMO-LUMO gap**: 4.2680 eV
**Calculated total energy**: -242361.7461 eV
**Net charge**: -2
**E_LUMO**: 3.42 eV
**E_HOMO**: -0.8 eV